Entry 1:
Entry from OMol25: C50H47Br2N3O5PSiTa as an isolated structure in a non-equilibrium geometry (the ωB97M-V functional and the def2-TZVPD basis).

Maximum force, hartree/bohr: 0.0262
Charge: +2
Energy, a.u.: -8309.68484
Kohn-Sham gap, eV: 7.13
Energy relative to the best compared isomer or geometry (same formula, charge and spin), eV: 1.062
LUMO level, eV: -5.93

Each line ends with the Mulliken charge.
Element x y z (Å)
Ta -0.09298 0.65501 -0.10023  3.263
C -3.28109 1.69159 3.92590  -1.720
C -2.51068 1.31696 2.64914  1.042
C -3.46331 0.51653 1.75648  -0.873
C -1.22425 0.51339 2.94997  0.564
C -0.72361 0.70456 4.37240  -0.632
O 0.69920 0.56365 4.26611  -0.386
C 1.03975 0.75966 3.00180  0.320
N 0.05451 0.83008 2.15932  0.436
C 2.52189 0.81306 2.86334  0.117
C 3.21293 1.07491 4.05552  -1.097
C 4.58888 0.98251 4.12950  -0.854
C 5.31514 0.57612 3.02086  -0.908
C 4.65144 0.33714 1.83050  -0.620
C 3.27060 0.49189 1.72248  0.497
P 2.58589 0.25356 0.05960  1.782
C 3.05162 -1.47048 -0.29409  1.182
C 2.55284 -2.43953 0.57664  -0.392
C 2.86624 -3.77489 0.38563  -0.593
C 3.68233 -4.15202 -0.67327  -0.791
C 4.19378 -3.18710 -1.53130  -0.858
C 3.88248 -1.84690 -1.34399  -0.616
C 3.56818 1.30958 -1.05243  1.290
C 3.34892 1.18454 -2.42774  -0.770
C 4.02662 1.98738 -3.33051  -0.823
C 4.94282 2.92421 -2.87596  -0.938
C 5.18908 3.03886 -1.51533  -0.926
C 4.50993 2.23786 -0.60864  -0.862
H -4.24997 2.09690 3.63371  0.464
H -2.78938 2.45664 4.52435  0.445
H -3.47421 0.81849 4.55404  0.387
H -2.22963 2.24758 2.15222  -0.575
H -3.82231 -0.36521 2.29870  0.392
H -3.00229 0.18574 0.82964  -0.126
H -4.32766 1.12505 1.49179  0.377
H -1.41598 -0.54805 2.76298  -0.015
H -1.09066 -0.03824 5.07165  0.289
H -0.91971 1.70289 4.75683  0.377
H 2.66155 1.33814 4.94428  0.609
H 5.08868 1.19662 5.06489  0.474
H 6.38850 0.45283 3.07799  0.480
H 5.21449 0.02898 0.95710  0.652
H 1.92107 -2.15743 1.40914  0.122
H 2.47758 -4.51891 1.06906  0.536
H 3.93230 -5.19463 -0.81923  0.442
H 4.84948 -3.47405 -2.34296  0.509
H 4.30971 -1.10680 -2.00598  0.526
H 2.68045 0.42727 -2.80857  0.352
H 3.84445 1.86832 -4.39116  0.568
H 5.47555 3.55003 -3.57946  0.446
H 5.92132 3.74939 -1.15456  0.496
H 4.74226 2.33597 0.44154  0.347
Br -4.19957 3.28530 -0.90533  -0.110
C -2.55185 4.05091 -0.43985  0.297
C -2.42437 5.45359 -0.41175  -0.254
C -1.24652 6.03039 -0.04320  -0.201
Br -1.12781 7.90965 0.01851  -0.166
C -0.12316 5.23231 0.29651  1.108
C 1.12439 5.72622 0.73369  -1.069
C 2.11284 4.84350 1.06103  -1.920
C 1.88830 3.46853 0.90572  -0.062
N 0.75862 2.95774 0.47070  0.336
C -0.26319 3.83755 0.21313  -0.589
C -1.49598 3.24870 -0.11699  -0.571
O -1.55166 1.90540 -0.07059  -0.491
H -3.27639 6.06562 -0.67116  0.529
H 1.27739 6.79319 0.82254  0.425
H 3.07332 5.18112 1.42505  0.571
H 2.67321 2.77569 1.15793  0.881
O -0.20592 -1.27205 0.65132  -0.572
C -1.18167 -1.19466 -0.17300  -0.423
O 0.10651 1.45807 -2.00199  -1.048
C 0.41751 0.34825 -2.59190  -0.369
O 0.66595 -0.61142 -1.79827  -0.214
C 0.46343 0.22141 -4.03921  0.953
C 0.86913 -0.98663 -4.60872  0.042
C 0.92695 -1.10138 -5.98481  -1.077
C 0.57855 -0.01596 -6.78426  -0.525
C 0.17536 1.18772 -6.21519  -0.808
C 0.11862 1.31294 -4.83851  -0.535
H 1.14171 -1.81429 -3.96457  0.526
H 1.24029 -2.03127 -6.44012  0.470
H 0.62299 -0.10945 -7.86178  0.441
H -0.09341 2.02288 -6.84786  0.478
H -0.19021 2.23927 -4.37189  0.467
C -2.32239 -2.99192 -3.14903  -0.766
Si -3.20725 -2.08518 -1.80151  0.094
C -3.45052 -0.30072 -2.22231  -0.277
C -4.76145 -2.92249 -1.26316  -1.108
N -2.07731 -2.12499 -0.37083  1.280
C -1.90631 -3.37892 0.34800  -1.047
C -0.93500 -4.27960 -0.06698  0.411
C -0.78740 -5.47832 0.61515  -0.993
C -1.60322 -5.76702 1.70089  -0.687
C -2.56942 -4.85664 2.10867  -0.851
C -2.72432 -3.65548 1.43143  0.164
H -2.87943 -2.92085 -4.08742  0.426
H -2.19463 -4.05139 -2.92040  0.379
H -1.33431 -2.54816 -3.31165  0.030
H -4.06056 -0.25617 -3.13098  0.563
H -2.51340 0.21974 -2.43418  -0.221
H -3.97961 0.25218 -1.44553  0.106
H -5.42655 -3.04404 -2.12308  0.401
H -5.29674 -2.33600 -0.51191  0.320
H -4.56518 -3.91618 -0.85472  0.361
H -0.30011 -4.03252 -0.90949  0.603
H -0.03961 -6.19220 0.29467  0.516
H -1.49222 -6.70678 2.22508  0.440
H -3.20863 -5.08524 2.95112  0.472
H -3.48532 -2.94209 1.72501  0.455

Forces on atoms 1 to 3 (eV/Å):
Ta 1.033 -0.132 0.856
C -0.024 0.017 -0.090
C -0.076 0.004 -0.044

Entry 2:
Entry from OMol25: C50H49F6N9O7P2S4Sr as an isolated structure in a non-equilibrium geometry (the ωB97M-V functional and the def2-TZVPD basis).

Maximum force, hartree/bohr: 0.2727
Energy, a.u.: -5859.67290
Kohn-Sham gap, eV: 7.63
Energy relative to the best compared isomer or geometry (same formula, charge and spin), eV: 0.000
LUMO level, eV: 0.10

Each line ends with the Mulliken charge.
Element x y z (Å)
Sr 1.02692 0.00625 0.86764  2.878
C 0.20098 -3.72062 2.02810  -0.580
C 0.81659 -3.75857 0.69027  0.111
N 1.30779 -2.74744 0.06104  0.880
C 1.91334 -3.09519 -1.11227  -0.729
C 1.83562 -4.42818 -1.41512  -0.492
S 0.99458 -5.25972 -0.17879  -0.289
C 2.65640 -2.07521 -1.83320  -0.892
C 3.67696 -2.29565 -2.71798  -0.299
S 4.35172 -0.80914 -3.23379  -0.328
C 3.19979 0.03192 -2.23867  -0.303
N 2.40551 -0.75417 -1.58459  1.453
C 3.12226 1.50596 -2.20029  -0.125
H -0.26725 -2.74205 2.14013  -0.398
H 0.98028 -3.82584 2.78046  0.356
H -0.52228 -4.52080 2.16234  0.547
H 2.19437 -4.95598 -2.27477  0.541
H 4.07757 -3.23072 -3.05418  0.557
H 3.99375 1.96542 -2.65578  0.594
H 3.03373 1.82623 -1.16804  -0.341
H 2.22292 1.84827 -2.71696  -0.276
C -0.94666 0.22319 -2.26328  1.015
C -1.26303 1.56782 -2.90197  -0.758
P -0.46034 2.95623 -1.92014  0.960
C -1.89513 3.70090 -1.02550  0.256
C -1.68335 4.15332 0.27286  0.024
C -2.69347 4.78037 0.98164  -0.427
C -3.94350 4.95086 0.41149  -0.778
C -4.15541 4.52515 -0.88990  -0.800
C -3.14127 3.91702 -1.60530  -0.323
C -0.38166 4.26917 -3.22490  0.674
C -0.65323 5.59515 -2.88732  -0.700
C -0.53153 6.60916 -3.81873  -0.699
C -0.11978 6.32095 -5.10945  -0.555
C 0.19469 5.01562 -5.44779  -0.715
C 0.07739 4.00221 -4.51265  -0.550
P -1.35076 -1.29459 -3.26694  0.012
C -0.42367 -0.96886 -4.81405  0.849
C 0.85143 -0.41443 -4.77695  -0.026
C 1.62565 -0.35295 -5.92201  -0.685
C 1.13828 -0.85150 -7.11931  -0.813
C -0.11997 -1.43057 -7.16036  -0.623
C -0.88875 -1.50014 -6.01436  -0.921
C -3.03813 -0.77625 -3.80865  0.066
C -4.09053 -1.27254 -3.04536  -0.340
C -5.40325 -0.98372 -3.37145  -0.611
C -5.68075 -0.18909 -4.47193  -0.600
C -4.63869 0.33460 -5.21922  -0.816
C -3.32544 0.04630 -4.89379  -0.057
H -1.47979 0.08163 -1.32280  -0.392
H 0.11471 0.13108 -1.96187  -0.750
H -2.34126 1.71721 -2.97157  0.365
H -0.85105 1.60836 -3.91158  0.179
H -0.71865 4.00071 0.72812  0.075
H -2.50164 5.14500 1.98260  0.431
H -4.73925 5.42273 0.97093  0.388
H -5.11663 4.67323 -1.35656  0.428
H -3.32323 3.64042 -2.63366  0.498
H -0.96929 5.83698 -1.88260  0.396
H -0.75817 7.62719 -3.53409  0.414
H -0.03313 7.11227 -5.83917  0.375
H 0.53782 4.78701 -6.44732  0.442
H 0.34729 2.99587 -4.80091  0.348
H 1.23270 -0.04739 -3.83464  0.062
H 2.61822 0.07379 -5.87691  0.454
H 1.73994 -0.80458 -8.01491  0.395
H -0.49807 -1.83991 -8.08547  0.428
H -1.86274 -1.96856 -6.04116  0.509
H -3.85782 -1.90282 -2.19914  0.551
H -6.20664 -1.39206 -2.77574  0.523
H -6.70257 0.02378 -4.74911  0.407
H -4.85083 0.96795 -6.06797  0.432
H -2.52906 0.45207 -5.50092  0.425
N -3.17916 1.61868 2.41447  0.433
C -3.94773 1.64388 1.28875  -2.369
C -3.13415 1.21899 0.27876  0.767
N -1.89732 0.92847 0.76384  1.100
C -1.94664 1.16349 2.05745  -0.814
C -0.93469 0.85435 3.02279  -0.341
N 0.06389 0.02564 2.83058  0.865
C 0.66214 -0.13606 4.01959  -0.716
C 0.03686 0.61714 4.96853  -1.846
N -0.98558 1.24182 4.31910  0.262
H -3.52205 1.70894 3.35438  0.296
H -4.97266 1.95310 1.30101  0.520
H -3.37750 1.09188 -0.75795  0.108
H 1.49797 -0.78354 4.15789  0.893
H 0.25678 0.77462 6.00246  0.504
H -1.66457 1.85132 4.74104  0.206
F 5.69725 0.49096 1.87161  -0.225
C 4.77547 -0.43165 1.58339  0.538
F 4.70258 -0.50541 0.23692  -0.114
F 5.22940 -1.61743 2.00728  -0.225
S 3.13750 -0.04750 2.40751  0.891
O 2.40851 -1.23624 2.11433  -0.548
O 3.49388 0.27750 3.74128  -0.644
N 2.70753 1.13777 1.51693  -0.865
S 1.69952 2.17708 2.04707  0.884
O 0.56318 2.21543 1.18652  -0.340
O 1.53201 2.35077 3.44425  -0.644
C 2.65020 3.71056 1.53453  0.601
F 2.05850 4.85240 1.91117  -0.221
F 3.86890 3.68246 2.08980  -0.224
F 2.83001 3.78445 0.20199  -0.146
C -3.87258 -4.34235 3.75065  -1.265
C -4.88490 -3.40473 3.09963  -1.193
C -4.30966 -2.73024 1.84398  2.570
C -5.31576 -1.72128 1.23095  -0.294
C -6.66730 -2.33444 0.88443  -1.635
C -4.00347 -3.74379 0.76529  -0.293
O -4.60548 -4.78235 0.59957  -0.689
N -3.01728 -3.34897 -0.09943  0.285
C -2.05637 -2.35518 0.17099  -0.649
O -1.20643 -2.14964 -0.70209  -0.478
N -2.07761 -1.73268 1.33469  0.643
C -3.08887 -1.84975 2.20684  -0.804
O -3.11546 -1.20406 3.24809  -0.747
H -4.30199 -4.79257 4.64387  0.480
H -2.97879 -3.78921 4.03061  0.232
H -3.59727 -5.13763 3.06040  0.306
H -5.16659 -2.62139 3.80754  0.412
H -5.77237 -3.97495 2.82248  0.476
H -4.85654 -1.28977 0.33777  -0.299
H -5.45001 -0.91570 1.95662  0.421
H -6.54089 -3.28320 0.36917  0.356
H -7.22662 -1.66044 0.24095  0.481
H -7.25002 -2.50034 1.78594  0.357
H -2.82821 -3.92892 -0.91056  0.437

Forces on atoms 1 to 3 (eV/Å):
Sr -6.983 -6.596 -10.216
C 0.078 0.338 0.243
C 0.148 -0.896 -0.624

Entry 3:
Entry from OMol25: C50H49N11S3W as an isolated structure (the ωB97M-V functional and the def2-TZVPD basis).

Spin multiplicity: 3
Maximum force, hartree/bohr: 0.0080
Charge: +4
Energy, a.u.: -3797.36299
<S²>: 2.011
Kohn-Sham gap (alpha / beta), eV: 6.73 / 7.66
Energy relative to the best compared isomer or geometry (same formula, charge and spin), eV: 0.000
LUMO level (alpha / beta), eV: -9.87 / -10.27

Each line ends with the Mulliken spin population.
Element x y z (Å)
W -2.12577 -0.14765 0.16868  1.549
C -3.19008 3.63424 2.12195  -0.021
C -4.06517 3.26015 3.13329  0.014
C -4.34762 1.91707 3.32715  -0.001
C -3.75078 0.97424 2.50348  0.097
N -2.91113 1.34448 1.50936  -0.023
C -2.63691 2.64956 1.32826  -0.005
C -3.93738 -0.48225 2.63775  -0.015
C -4.66029 -1.06700 3.66570  -0.005
C -4.69622 -2.45013 3.76077  0.021
C -3.97475 -3.20362 2.84845  -0.013
C -3.28013 -2.55157 1.84793  0.032
N -3.28318 -1.21776 1.70790  -0.051
H -2.93944 4.66912 1.94346  0.001
H -4.52753 4.00566 3.76520  0.000
H -5.02588 1.61574 4.10973  0.001
H -1.96122 2.88869 0.51475  0.005
H -5.18173 -0.46274 4.39148  0.001
H -5.25945 -2.92614 4.55071  0.000
H -3.94074 -4.28182 2.90761  0.000
H -2.66972 -3.11752 1.15500  0.001
N -0.59799 -0.47457 1.36237  -0.002
S 0.73354 -0.43153 2.01862  0.085
N 1.98234 -1.00932 1.16659  0.022
S 2.69101 -0.18438 0.04022  -0.001
N 1.83758 0.67037 -0.94243  0.015
S 0.57880 0.15265 -1.83531  0.067
N -0.77882 0.32166 -1.26903  0.018
C 0.91012 -1.51457 -2.33328  -0.009
C 0.40452 -2.54285 -1.54634  0.028
C 0.67965 -3.85564 -1.89437  0.006
C 1.45873 -4.13147 -3.01154  0.001
C 1.97764 -3.09553 -3.77585  0.000
C 1.70828 -1.77655 -3.44243  -0.002
C 0.80516 1.12789 -3.29079  0.003
C -0.20164 1.03902 -4.24864  0.002
C -0.07056 1.74496 -5.43037  0.001
C 1.04900 2.54093 -5.64565  0.000
C 2.04316 2.62681 -4.68415  0.001
C 1.93290 1.91165 -3.49738  -0.001
C 3.84657 0.96680 0.70207  0.001
C 4.78933 0.43032 1.57811  0.000
C 5.74717 1.27092 2.11421  0.000
C 5.76019 2.61843 1.76722  0.000
C 4.81727 3.13132 0.88956  0.000
C 3.84333 2.30549 0.34382  0.001
C 3.66976 -1.39051 -0.78072  0.000
C 4.50130 -0.89627 -1.78673  0.000
C 5.31110 -1.78517 -2.46928  0.000
C 5.28745 -3.13728 -2.13879  0.000
C 4.45515 -3.60606 -1.13446  0.000
C 3.62951 -2.73168 -0.43972  0.001
C 1.10716 1.20535 2.55940  -0.003
C 1.87926 1.40723 3.69797  -0.001
C 2.19509 2.70897 4.06145  0.000
C 1.74075 3.77780 3.30090  0.002
C 0.97860 3.55605 2.16008  0.009
C 0.66427 2.26361 1.77501  0.030
C 0.81227 -1.47319 3.43710  -0.005
C -0.31506 -1.47564 4.25416  0.010
C -0.30194 -2.23707 5.40991  0.001
C 0.82254 -2.98505 5.73718  0.000
C 1.94036 -2.97348 4.91568  0.001
C 1.94737 -2.21099 3.75531  0.000
H -0.16581 -2.32846 -0.64656  0.026
H 0.30097 -4.66776 -1.28898  0.000
H 1.66871 -5.15654 -3.28347  0.000
H 2.58891 -3.31350 -4.64011  0.000
H 2.11005 -0.97604 -4.04642  0.001
H -1.06613 0.41021 -4.07782  0.000
H -0.83246 1.67401 -6.19361  0.000
H 1.14559 3.09256 -6.57035  0.000
H 2.91092 3.24697 -4.85646  0.000
H 2.71219 1.96662 -2.75475  0.001
H 4.79388 -0.62358 1.82268  0.000
H 6.49420 0.87678 2.78815  0.000
H 6.52010 3.26835 2.17800  0.000
H 4.84483 4.17723 0.61784  0.000
H 3.10859 2.69674 -0.34328  0.000
H 4.53507 0.15967 -2.01911  0.000
H 5.97393 -1.42679 -3.24376  0.000
H 5.93500 -3.82606 -2.66324  0.000
H 4.45529 -4.65666 -0.88034  0.000
H 2.98305 -3.08795 0.34834  0.000
H 2.21766 0.57854 4.30258  0.000
H 2.78728 2.88745 4.94836  0.000
H 1.98486 4.78866 3.59788  0.000
H 0.64396 4.39586 1.56538  0.000
H 0.11464 2.07595 0.85884  -0.006
H -1.18447 -0.88456 3.99445  -0.005
H -1.16299 -2.24690 6.06318  0.000
H 0.82714 -3.57911 6.64073  0.000
H 2.81173 -3.55627 5.17882  0.000
H 2.81481 -2.19390 3.11572  0.000
C -4.99000 1.50839 -4.39179  -0.002
N -4.43735 1.77980 -3.05973  0.020
C -4.55922 3.13048 -2.51021  0.000
C -3.88115 0.82877 -2.31160  0.023
N -3.53423 0.97379 -1.05636  -0.044
N -3.67541 -0.39959 -2.93227  0.014
C -3.42948 -1.58724 -2.29887  0.014
N -3.71503 -2.68453 -3.00544  0.002
N -2.92917 -1.63598 -1.08804  0.061
H -5.58089 2.36573 -4.69674  0.000
H -5.66720 0.65335 -4.37027  0.001
H -4.19864 1.36117 -5.12943  0.001
H -4.87892 3.79870 -3.30254  0.000
H -3.59110 3.47606 -2.14430  -0.001
H -5.30416 3.16902 -1.71204  0.000
H -3.82931 1.87085 -0.69200  0.007
H -3.91830 -0.45797 -3.90973  0.001
H -4.26138 -2.64953 -3.85186  0.000
H -3.45772 -3.59939 -2.67059  0.001
H -2.93997 -2.58353 -0.72713  0.015

Forces on atoms 1 to 3 (eV/Å):
W 0.276 0.135 -0.275
C 0.071 -0.116 -0.090
C -0.014 -0.039 0.015